Below is a single C2H4N4O molecule in a non-equilibrium geometry, with properties calculated with ωB97M-V with the def2-TZVPD basis set.

Structure (XYZ):
```
11
Properties=species:S:1:pos:R:3:forces:R:3:nbo_charge:R:1
N -1.245 0.985 0.118 -1.739 2.789 -0.422 -0.81
C -0.047 0.368 -0.027 -1.693 0.657 0.265 0.26
C 1.207 0.860 -0.061 1.054 2.953 -0.913 -0.17
N 2.028 -0.165 0.015 2.055 -2.518 -0.341 -0.23
N 1.407 -1.325 0.030 -0.273 2.248 0.412 -0.11
N 0.088 -0.949 0.089 1.418 -1.463 -0.718 0.05
O -0.845 -1.908 -0.191 -0.298 -0.379 1.975 -0.50
H -1.262 2.065 0.041 0.249 -2.832 0.060 0.40
H -2.037 0.552 -0.353 0.306 0.202 0.173 0.40
H 1.573 1.926 -0.337 -0.784 -2.136 0.978 0.22
H -0.866 -2.409 0.677 -0.293 0.479 -1.469 0.49
```
Forces are in eV/Å.

Net charge: 0
Frontier orbital gap (eV): 9.302
Spin multiplicity: 1
ΔE to the lowest compared entry with this formula, charge and spin (kcal per mole): 84.5
Largest force on an atom (eV Å⁻¹): 3.314



Below is C2H4N4O as an isolated structure in a non-equilibrium geometry, with properties calculated with ωB97M-V with the def2-TZVPD basis set.

Structure (XYZ):
```
11
Properties=species:S:1:pos:R:3:forces:R:3:nbo_charge:R:1
C 0.162 -0.979 -0.762 3.562 -4.865 3.955 0.27
C -0.635 0.850 -0.398 -3.334 3.525 2.468 0.48
H 0.620 -1.852 1.379 3.630 2.425 -0.320 0.34
H 0.318 -2.253 -0.533 -0.322 3.571 -1.692 0.19
H -1.843 1.962 -1.261 -2.027 0.028 -2.862 0.34
H 0.779 1.448 0.946 -1.346 0.060 0.295 0.39
N 1.095 -0.288 0.285 -3.157 2.374 -6.152 -0.03
N -0.819 -0.346 -1.130 -0.343 1.066 -0.691 -0.45
N -1.357 1.907 -0.444 3.185 -1.042 1.988 -0.61
N 0.123 0.652 0.837 1.641 0.039 -2.259 -0.48
O 1.558 -1.101 1.082 -1.489 -7.182 5.270 -0.45
```
Forces are in eV/Å.

Net charge: 0
Frontier orbital gap (eV): 8.974
Spin multiplicity: 1
ΔE to the lowest compared entry with this formula, charge and spin (kcal per mole): 152.0
Largest force on an atom (eV Å⁻¹): 9.032



Below is a single C2H4N4O molecule, with properties calculated with ωB97M-V with the def2-TZVPD basis set.

Structure (XYZ):
```
11
Properties=species:S:1:pos:R:3:forces:R:3:nbo_charge:R:1
C -0.213 0.536 -1.561 -0.096 -0.623 0.083 -0.42
N -0.141 0.253 -0.137 0.100 0.345 -0.754 -0.26
N -0.462 1.200 0.786 -0.257 -0.238 -0.065 -0.03
N -0.278 0.710 1.933 0.140 0.197 -0.511 -0.02
N 0.214 -0.528 1.761 0.085 -0.525 0.711 -0.44
C 0.353 -0.893 0.437 0.055 -0.315 0.292 0.71
O 0.788 -1.926 -0.049 -0.392 0.811 0.177 -0.63
H 0.212 -0.332 -2.072 -0.065 0.113 0.121 0.24
H -1.253 0.656 -1.895 0.334 0.128 0.205 0.22
H 0.394 1.400 -1.787 -0.040 0.291 -0.104 0.22
H 0.385 -1.077 2.585 0.136 -0.183 -0.156 0.42
```
Forces are in eV/Å.

Net charge: 0
Frontier orbital gap (eV): 10.561
Spin multiplicity: 1
ΔE to the lowest compared entry with this formula, charge and spin (kcal per mole): 30.9
Largest force on an atom (eV Å⁻¹): 0.919



Below is C2H4N4O as an isolated structure in a non-equilibrium geometry, with properties calculated with ωB97M-V with the def2-TZVPD basis set.

Structure (XYZ):
```
11
Properties=species:S:1:pos:R:3:forces:R:3:nbo_charge:R:1
C 0.426 -0.053 0.169 2.798 2.422 -0.139 0.43
C -1.185 -1.075 -0.892 -3.067 -1.071 -0.808 0.12
H 2.356 2.211 1.109 -4.176 -3.028 0.678 0.48
H 0.628 -1.771 -1.220 0.666 1.284 1.868 0.43
H -1.755 -1.608 -1.839 1.908 0.960 3.090 0.23
H -1.049 1.014 1.436 0.963 -1.444 -4.851 0.39
N 1.598 0.502 0.386 -1.243 -2.099 -0.216 -0.27
N 0.161 -1.213 -0.459 -1.187 -2.512 -4.323 -0.59
N -1.777 -0.132 -0.197 -3.674 -4.206 -4.911 -0.26
N -0.831 0.554 0.235 3.294 6.085 10.094 -0.36
O 1.428 1.571 1.272 3.719 3.610 -0.481 -0.59
```
Forces are in eV/Å.

Net charge: 0
Frontier orbital gap (eV): 8.261
Spin multiplicity: 1
ΔE to the lowest compared entry with this formula, charge and spin (kcal per mole): 140.2
Largest force on an atom (eV Å⁻¹): 12.238



Below is a single C2H4N4O2 molecule in a non-equilibrium geometry, with properties calculated with ωB97M-V with the def2-TZVPD basis set.

Structure (XYZ):
```
12
Properties=species:S:1:pos:R:3:forces:R:3:nbo_charge:R:1
H -3.089 0.446 -0.550 2.266 -1.087 2.075 0.37
N -2.427 -0.215 0.055 3.714 3.243 -0.658 -0.68
C -1.138 0.292 0.192 -4.599 -1.113 -0.079 0.50
N -0.596 1.482 -0.114 1.786 2.369 -1.396 -0.53
C 0.720 1.403 -0.216 -0.758 2.216 -0.093 0.24
N 1.259 0.201 0.277 -6.974 3.496 1.039 0.00
O 2.299 -0.465 -0.035 2.833 -1.358 -0.110 -0.47
N -0.043 -0.541 0.580 -0.167 -1.502 -0.962 -0.09
O -0.395 -1.567 -0.469 3.392 -2.780 4.319 -0.57
H 1.254 2.454 -0.496 -0.661 -3.229 0.746 0.24
H 2.003 -1.062 -0.704 0.045 -1.151 -1.440 0.47
H -0.245 -2.251 0.327 -0.876 0.895 -3.442 0.51
```
Forces are in eV/Å.

Net charge: 0
Frontier orbital gap (eV): 8.633
Spin multiplicity: 1
ΔE to the lowest compared entry with this formula, charge and spin (kcal per mole): 158.2
Largest force on an atom (eV Å⁻¹): 7.870



Below is a 2-piece molecular cluster, C2H4N4O2 overall in a non-equilibrium geometry, with properties calculated with ωB97M-V with the def2-TZVPD basis set.

Structure (XYZ):
```
12
Properties=species:S:1:pos:R:3:forces:R:3:nbo_charge:R:1
C 0.173 0.886 -0.362 -1.448 -2.708 -4.749 0.45
C -0.079 -0.245 1.443 -1.279 -3.364 -1.694 0.58
H 0.875 1.899 -1.828 -0.548 -0.132 -0.346 0.39
H -0.785 1.534 -1.939 1.390 -0.393 -0.175 0.38
H -0.173 -2.387 1.270 -1.442 4.536 3.362 0.48
H 0.129 -1.992 -0.839 -1.760 1.489 0.564 0.48
N 0.171 1.163 -1.709 -0.831 1.360 -0.855 -0.82
N 0.694 1.504 0.549 2.087 3.247 3.020 -0.31
N 0.585 0.785 1.714 0.661 0.958 2.096 -0.33
N -0.396 -0.267 0.067 -0.692 -2.509 1.822 -0.16
O -0.455 -1.331 2.133 1.626 -3.345 -2.488 -0.63
O -0.738 -1.549 -0.499 2.236 0.861 -0.557 -0.51
```
Forces are in eV/Å.

Net charge: 0
Frontier orbital gap (eV): 8.630
Spin multiplicity: 1
ΔE to the lowest compared entry with this formula, charge and spin (kcal per mole): 100.9
Largest force on an atom (eV Å⁻¹): 5.828



Number 1: HOMO energy -0.32173 Eh. Number 2: HOMO energy -0.34516 Eh. Number 3: HOMO energy -0.35554 Eh. Number 4: HOMO energy -0.27833 Eh. Number 5: HOMO energy -0.32447 Eh. Number 6: HOMO energy -0.34359 Eh.